[1]
The following is a quantum chemistry calculation of C34H30BiN6O6 as an isolated structure, from the OMol25 dataset.

Geometry as XYZ:
```
77
C34H30BiN6O6 ωB97M-V/def2-TZVPD
Bi -1.462 0.634 -2.147
O -0.822 4.975 -2.206
C -0.703 3.780 -2.133
N -1.222 2.806 -2.956
C -1.517 3.084 -4.269
O -1.743 4.146 -4.789
C -1.423 1.830 -5.128
C -1.531 1.930 -6.502
C -1.313 0.796 -7.267
C -0.985 -0.395 -6.635
C -0.922 -0.423 -5.256
N -1.145 0.669 -4.521
C 0.195 3.173 -1.063
C 0.906 3.994 -0.206
C 1.776 3.410 0.699
C 1.911 2.028 0.717
C 1.152 1.276 -0.156
N 0.313 1.843 -1.026
H -1.764 2.894 -6.930
H -1.383 0.843 -8.345
H -0.783 -1.295 -7.199
H -0.673 -1.323 -4.713
H 0.765 5.063 -0.283
H 2.350 4.025 1.379
H 2.581 1.531 1.403
H 1.198 0.194 -0.178
C 3.771 -3.590 -0.543
O 2.637 -4.437 -0.689
C 1.504 -3.910 -1.168
C 0.430 -4.808 -1.309
C -0.750 -4.348 -1.810
C -0.957 -2.994 -2.174
C -2.240 -2.603 -2.735
C -3.265 -3.650 -3.080
O -2.546 -1.420 -2.962
C 0.131 -2.093 -1.999
O 0.106 -0.794 -2.279
C 1.352 -2.578 -1.511
H 4.564 -4.220 -0.154
H 3.564 -2.784 0.164
H 4.073 -3.173 -1.505
H 0.569 -5.843 -1.031
H -1.565 -5.049 -1.926
H -3.633 -4.132 -2.172
H -2.839 -4.427 -3.714
H -4.096 -3.171 -3.589
H 2.165 -1.871 -1.423
C 4.207 0.803 4.293
C 2.755 0.925 4.666
C 2.101 -0.094 5.353
C 0.760 0.011 5.682
C 0.042 1.150 5.340
N -1.321 1.252 5.745
C -2.312 1.913 5.059
O -3.215 2.503 5.606
N -2.232 1.874 3.662
C -1.870 0.796 2.853
C -1.578 -0.483 3.319
C -1.274 -1.476 2.404
C -1.282 -1.186 1.052
N -1.560 0.038 0.596
C -1.832 0.998 1.473
C 0.681 2.182 4.665
C 2.021 2.060 4.335
H 4.763 0.244 5.045
H 4.673 1.782 4.189
H 4.325 0.275 3.344
H 2.651 -0.981 5.643
H 0.265 -0.788 6.221
H -1.493 1.262 6.740
H -2.903 2.513 3.260
H -1.607 -0.703 4.376
H -1.051 -2.479 2.740
H -1.061 -1.948 0.314
H -2.046 1.987 1.075
H 0.140 3.089 4.428
H 2.521 2.888 3.845
```

Results
Kohn-Sham gap: 8.2565 eV
E_tot: -62807.3575 eV
Charge: +1

Atomic partial charges in e from the Mulliken method, atoms 1 to 6:
1. Bi 1.400
2. O -0.610
3. C -0.139
4. N 0.016
5. C -0.125
6. O -0.605

[2]
The following is a quantum chemistry calculation of C34H30Br4N2O4S3Ti as an isolated structure in a non-equilibrium geometry, from the OMol25 dataset.

Geometry as XYZ:
```
78
C34H30Br4N2O4S3Ti ωB97M-V/def2-TZVPD
Ti -0.001 -0.143 -0.395
C -3.024 0.444 1.399
N -1.709 1.071 1.401
C -1.108 0.975 2.745
C -0.559 -0.416 3.087
N 0.654 -0.729 2.342
C 1.829 -0.098 2.942
C 0.944 -2.116 2.151
C 0.569 -3.094 3.059
C 0.912 -4.428 2.866
C 1.649 -4.788 1.752
C 2.032 -3.820 0.834
C 1.686 -2.479 1.004
S 2.166 -1.295 -0.206
C -1.691 2.414 0.898
C -2.855 3.149 0.697
C -2.818 4.444 0.194
C -1.600 5.024 -0.121
C -0.431 4.304 0.061
C -0.442 2.997 0.564
S 1.054 2.123 0.750
H -2.915 -0.624 1.575
H -3.673 0.862 2.186
H -3.488 0.574 0.426
H -1.869 1.238 3.499
H -0.302 1.701 2.816
H -1.310 -1.171 2.855
H -0.372 -0.443 4.174
H 1.991 -0.477 3.965
H 1.705 0.981 2.969
H 2.706 -0.313 2.333
H -0.016 -2.829 3.931
H 0.579 -5.179 3.572
H 1.916 -5.826 1.586
H 2.585 -4.093 -0.056
H -3.822 2.712 0.912
H -3.745 4.987 0.045
H -1.558 6.030 -0.523
H 0.526 4.728 -0.216
Br -2.011 -6.081 -3.410
C -1.705 -4.658 -2.179
C -2.073 -4.799 -0.852
Br -2.666 -6.481 -0.183
C -1.887 -3.728 0.037
Br -2.720 -3.752 1.749
C -1.289 -2.551 -0.376
O -1.080 -1.474 0.347
C -0.879 -2.422 -1.739
O -0.353 -1.272 -2.044
C -1.146 -3.457 -2.627
Br -0.758 -3.140 -4.459
O 0.458 1.092 -1.789
S 1.902 1.549 -2.116
C 1.703 3.196 -2.657
C 0.696 3.580 -3.581
C 0.698 4.854 -4.106
C 1.671 5.790 -3.734
C 2.658 5.413 -2.802
C 2.680 4.144 -2.276
C 2.172 0.759 -3.689
C 1.116 0.390 -4.527
C 1.379 -0.091 -5.798
C 2.688 -0.223 -6.248
C 3.740 0.125 -5.400
C 3.487 0.613 -4.134
H -0.081 2.878 -3.851
H -0.080 5.141 -4.806
H 1.659 6.791 -4.149
H 3.402 6.138 -2.488
H 3.432 3.856 -1.547
H 0.104 0.431 -4.147
H 0.552 -0.391 -6.432
H 2.885 -0.615 -7.238
H 4.762 0.005 -5.742
H 4.303 0.886 -3.473
O -2.259 0.686 -1.642
H -1.676 -0.010 -2.003
H -1.793 1.515 -1.817
```

Results
Kohn-Sham gap (alpha / beta): 3.0961 / 5.8070 eV
E_tot: -382709.9594 eV
<S²>: 2.0197
Spin multiplicity: 3
Charge: -2

Atomic partial charges in e from the natural (NBO) method, atoms 1 to 6:
1. Ti 1.485
2. C -0.417
3. N -0.468
4. C -0.209
5. C -0.228
6. N -0.484

[3]
The following is a quantum chemistry calculation of C34H30BrCrN6O5S2 as an isolated structure in a non-equilibrium geometry, from the OMol25 dataset.

Geometry as XYZ:
```
79
C34H30BrCrN6O5S2 ωB97M-V/def2-TZVPD
Cr 0.295 -1.384 0.003
N -1.902 6.093 3.883
C -1.655 4.814 3.458
C -0.345 4.328 3.393
C -0.101 3.018 3.032
C -1.161 2.184 2.733
C -2.465 2.642 2.796
C -2.713 3.951 3.149
S -0.819 0.486 2.329
O -2.047 -0.265 2.319
O 0.216 0.011 3.208
N -0.159 0.413 0.807
C -0.622 1.169 -0.182
N -0.167 0.785 -1.404
C -0.542 1.507 -2.440
C -1.378 2.608 -2.322
C -1.818 2.895 -1.038
N -1.451 2.198 0.021
H -1.139 6.748 3.886
H -2.811 6.480 3.696
H 0.474 4.986 3.637
H 0.902 2.624 2.991
H -3.265 1.956 2.572
H -3.725 4.322 3.198
H -0.161 1.197 -3.408
H -1.672 3.192 -3.178
H -2.505 3.708 -0.841
S 3.021 -2.017 3.477
C 3.830 -0.878 2.443
C 5.071 -0.289 2.614
C 5.512 0.592 1.645
C 4.715 0.892 0.541
C 3.478 0.304 0.366
C 3.030 -0.614 1.313
N 1.863 -1.325 1.269
C 1.726 -2.089 2.335
C 0.547 -2.876 2.474
C 0.285 -3.730 3.547
C -0.919 -4.401 3.582
C -1.842 -4.205 2.563
C -1.563 -3.356 1.502
C -0.359 -2.676 1.420
H 5.671 -0.526 3.479
H 6.484 1.050 1.744
H 5.082 1.597 -0.191
H 2.845 0.522 -0.480
H 1.021 -3.853 4.329
H -1.145 -5.075 4.395
H -2.790 -4.724 2.591
H -2.307 -3.239 0.726
C 4.259 -1.123 -3.195
N 3.019 -1.398 -3.895
C 3.031 -1.504 -5.337
C 1.901 -1.509 -3.147
C 0.596 -1.712 -3.862
O 1.973 -1.436 -1.919
H 5.096 -1.157 -3.887
H 4.409 -1.860 -2.405
H 4.219 -0.137 -2.727
H 4.059 -1.483 -5.692
H 2.499 -0.671 -5.806
H 2.580 -2.442 -5.665
H 0.612 -1.383 -4.895
H -0.163 -1.162 -3.311
H 0.321 -2.766 -3.823
Br -5.865 2.168 -1.760
C -4.721 0.648 -1.728
C -3.982 0.394 -0.586
C -3.076 -0.651 -0.591
C -2.914 -1.426 -1.734
C -3.718 -1.200 -2.846
C -4.625 -0.157 -2.852
C -1.838 -2.480 -1.823
O -1.962 -3.470 -2.529
O -0.783 -2.165 -1.163
H -4.092 1.002 0.298
H -2.514 -0.853 0.311
H -3.602 -1.849 -3.702
H -5.243 0.030 -3.717
```

Results
Kohn-Sham gap (alpha / beta): 7.9003 / 8.0337 eV
E_tot: -175058.6484 eV
<S²>: 0.7654
Spin multiplicity: 2
Charge: 0

Atomic partial charges in e from the Mulliken method, atoms 1 to 6:
1. Cr 0.138
2. N -0.523
3. C 1.147
4. C -0.808
5. C -0.722
6. C -0.408

[4]
The following is a quantum chemistry calculation of C34H30BrI2N8O2SiV as an isolated structure, from the OMol25 dataset.

Geometry as XYZ:
```
79
C34H30BrI2N8O2SiV ωB97M-V/def2-TZVPD
V -0.111 -0.725 -0.347
C -1.029 -2.781 2.238
C -0.563 -1.448 2.754
C -0.725 -1.164 4.094
C -0.249 0.063 4.574
C 0.350 0.939 3.720
C 0.467 0.637 2.320
N 0.007 -0.589 1.884
N 0.960 1.451 1.411
Si 1.298 3.104 1.569
C 1.827 3.779 -0.107
C 2.721 3.542 2.738
C -0.215 4.093 2.109
H -1.691 -3.250 2.967
H -0.180 -3.441 2.058
H -1.548 -2.696 1.285
H -1.205 -1.879 4.746
H -0.357 0.315 5.624
H 0.728 1.887 4.075
H 2.793 3.371 -0.420
H 1.935 4.867 -0.066
H 1.085 3.537 -0.869
H 3.611 2.967 2.468
H 2.498 3.329 3.785
H 2.971 4.604 2.660
H -1.012 3.993 1.366
H 0.007 5.157 2.222
H -0.600 3.726 3.064
Br -5.055 1.149 4.788
C -4.206 0.591 3.181
C -4.629 -0.573 2.567
C -3.990 -0.991 1.408
C -2.948 -0.241 0.886
C -2.530 0.925 1.514
C -3.165 1.348 2.668
N -2.223 -0.670 -0.261
C -2.871 -0.915 -1.335
C -2.115 -1.260 -2.539
C -2.738 -1.509 -3.753
C -1.949 -1.768 -4.861
C -0.571 -1.780 -4.714
C -0.030 -1.520 -3.465
N -0.780 -1.256 -2.402
H -5.434 -1.155 2.993
H -4.279 -1.919 0.929
H -1.692 1.478 1.103
H -2.839 2.249 3.168
H -3.951 -0.812 -1.395
H -3.816 -1.468 -3.821
H -2.401 -1.947 -5.827
H 0.082 -1.971 -5.554
H 1.042 -1.502 -3.309
I 0.532 -5.981 -0.518
C 1.943 -4.461 -0.707
C 3.286 -4.779 -0.948
C 4.242 -3.804 -1.063
I 6.224 -4.378 -1.412
C 3.886 -2.436 -0.945
C 4.771 -1.337 -1.018
C 4.295 -0.064 -0.872
C 2.920 0.142 -0.671
N 2.071 -0.857 -0.618
C 2.527 -2.130 -0.725
C 1.502 -3.143 -0.572
O 0.304 -2.785 -0.327
H 3.566 -5.819 -1.040
H 5.827 -1.516 -1.180
H 4.962 0.786 -0.905
H 2.490 1.123 -0.515
N 1.039 1.642 -3.188
C -0.151 1.635 -2.504
O -0.151 1.243 -1.316
C -1.313 2.039 -3.223
C -1.206 2.391 -4.587
N -1.041 2.668 -5.698
C -2.572 2.083 -2.592
N -3.607 2.123 -2.077
H 1.105 2.159 -4.050
H 1.865 1.585 -2.617
```

Results
Kohn-Sham gap (alpha / beta): 6.0264 / 6.0616 eV
E_tot: -171577.8332 eV
<S²>: 3.7645
Spin multiplicity: 4
Charge: -1

Atomic partial charges in e from the Mulliken method, atoms 1 to 6:
1. V 1.209
2. C -1.290
3. C 0.828
4. C -0.842
5. C -0.697
6. C -0.836

[5]
The following is a quantum chemistry calculation of C34H30CdNO4S3 as an isolated structure, from the OMol25 dataset.

Geometry as XYZ:
```
73
C34H30CdNO4S3 ωB97M-V/def2-TZVPD
Cd 0.743 -1.491 0.548
O -1.272 -0.200 -0.557
S -2.471 -0.015 0.314
C -2.283 1.512 1.260
C -2.022 2.812 0.507
C -0.567 3.022 0.079
C 0.379 3.075 1.280
S 1.740 1.868 1.163
O 1.206 0.809 0.243
C 2.883 2.771 0.091
C 3.175 4.123 0.201
C 4.135 4.691 -0.626
C 4.813 3.910 -1.550
C 4.538 2.552 -1.638
C 3.579 1.980 -0.817
C -3.731 0.587 -0.823
C -5.024 0.839 -0.380
C -5.979 1.282 -1.280
C -5.646 1.459 -2.619
C -4.358 1.188 -3.054
C -3.392 0.747 -2.155
H -1.489 1.257 1.972
H -3.210 1.560 1.841
H -2.316 3.629 1.176
H -2.673 2.887 -0.369
H -0.497 3.949 -0.495
H -0.269 2.200 -0.574
H -0.107 2.757 2.203
H 0.810 4.061 1.455
H 2.666 4.744 0.926
H 4.351 5.749 -0.546
H 5.561 4.356 -2.193
H 5.074 1.932 -2.346
H 3.360 0.921 -0.867
H -5.283 0.684 0.661
H -6.988 1.483 -0.941
H -6.395 1.801 -3.322
H -4.099 1.316 -4.098
H -2.377 0.519 -2.461
O 0.123 0.861 3.477
C 0.121 -0.367 3.271
O -0.573 -0.965 2.391
C 1.002 -1.236 4.139
C 0.584 -1.530 5.429
C 1.352 -2.323 6.271
C 2.562 -2.819 5.806
C 2.985 -2.530 4.518
C 2.221 -1.741 3.652
S 2.836 -1.397 2.027
H -0.357 -1.120 5.778
H 1.011 -2.547 7.275
H 3.180 -3.438 6.446
H 3.926 -2.925 4.154
C 0.407 0.134 -3.962
C -0.355 -0.898 -4.491
C -0.401 -2.106 -3.824
C 0.328 -2.264 -2.640
N 1.082 -1.280 -2.152
C 1.099 -0.110 -2.788
C 0.225 -3.510 -1.832
C 0.054 -4.740 -2.470
C -0.106 -5.894 -1.722
C -0.102 -5.808 -0.335
C 0.082 -4.578 0.286
C 0.253 -3.393 -0.438
H 0.459 1.106 -4.433
H -0.927 -0.755 -5.401
H -1.025 -2.913 -4.182
H 1.683 0.673 -2.322
H 0.069 -4.803 -3.554
H -0.226 -6.852 -2.214
H -0.233 -6.705 0.261
H 0.096 -4.544 1.370
```

Results
Kohn-Sham gap: 6.2305 eV
E_tot: -82497.2473 eV
Charge: -1

Atomic partial charges in e from the natural (NBO) method, atoms 1 to 6:
1. Cd 1.579
2. O -1.021
3. S 1.313
4. C -0.641
5. C -0.407
6. C -0.428

[6]
The following is a quantum chemistry calculation of C34H30Cl2CrN8O3PS as an isolated structure, from the OMol25 dataset.

Geometry as XYZ:
```
80
C34H30Cl2CrN8O3PS ωB97M-V/def2-TZVPD
Cr -0.027 0.354 0.139
Cl 6.790 0.936 -1.257
C 5.278 0.911 -0.409
C 4.116 0.701 -1.145
C 2.895 0.663 -0.486
N 1.648 0.352 -1.027
C 1.535 0.013 -2.331
O 2.274 0.284 -3.265
C 0.397 -0.948 -2.524
C 0.182 -1.587 -3.733
C -0.709 -2.646 -3.758
C -1.314 -3.040 -2.572
C -1.070 -2.312 -1.421
N -0.254 -1.260 -1.403
C 2.841 0.885 0.900
C 4.004 1.088 1.627
C 5.225 1.095 0.961
Cl 6.666 1.349 1.892
N 1.530 0.971 1.363
C 1.246 1.191 2.650
O 1.950 1.041 3.650
C -0.121 1.797 2.773
C -0.545 2.411 3.939
C -1.720 3.142 3.901
C -2.415 3.229 2.704
C -1.943 2.538 1.602
N -0.821 1.822 1.638
H 4.172 0.571 -2.212
H 0.738 -1.257 -4.597
H -0.912 -3.175 -4.679
H -1.985 -3.886 -2.536
H -1.560 -2.546 -0.487
H 3.973 1.242 2.693
H 0.075 2.331 4.820
H -2.078 3.654 4.784
H -3.319 3.814 2.619
H -2.483 2.544 0.666
S -2.492 -0.120 0.159
C -2.608 0.467 -1.473
N -3.424 0.066 -2.386
N -4.217 -0.952 -2.076
C -5.080 -1.501 -3.016
C -5.832 -2.619 -2.652
C -6.696 -3.196 -3.566
C -6.815 -2.674 -4.848
C -6.060 -1.564 -5.201
C -5.193 -0.970 -4.298
N -1.793 1.514 -1.932
N -0.761 1.735 -1.267
C -0.011 2.885 -1.718
C 1.043 3.319 -0.929
C 1.789 4.417 -1.331
C 1.477 5.075 -2.510
C 0.408 4.642 -3.284
C -0.345 3.549 -2.894
H -4.174 -1.336 -1.138
H -5.738 -3.027 -1.653
H -7.278 -4.060 -3.275
H -7.488 -3.126 -5.562
H -6.146 -1.150 -6.197
H -4.604 -0.107 -4.571
H 1.276 2.809 -0.004
H 2.617 4.747 -0.719
H 2.067 5.924 -2.829
H 0.161 5.156 -4.203
H -1.172 3.203 -3.495
C 2.068 -2.314 2.995
P 0.333 -2.120 2.591
C -0.358 -3.767 2.378
C -0.467 -1.411 4.035
O 0.142 -1.308 1.347
H 2.197 -2.920 3.892
H 2.494 -1.322 3.161
H 2.583 -2.787 2.158
H -0.140 -4.398 3.238
H 0.073 -4.216 1.483
H -1.439 -3.695 2.249
H -0.471 -2.116 4.867
H -1.494 -1.146 3.779
H 0.075 -0.514 4.333
```

Results
Kohn-Sham gap (alpha / beta): 6.3562 / 6.4831 eV
E_tot: -127401.8407 eV
<S²>: 1.0585
Spin multiplicity: 2
Charge: 0

Atomic partial charges in e from the Mulliken method, atoms 1 to 6:
1. Cr -1.446
2. Cl -0.224
3. C 0.070
4. C -1.224
5. C -0.086
6. N 0.910